No. 1
Molecular formula: C3H8MnO3
Method: DFT, the ωB97M-V functional and the def2-TZVPD basis

Its HOMO energy (alpha / beta) is -13.62 / -14.38 eV. The value obtained for the LUMO energy (alpha / beta) is -4.384 / -7.664 eV. The spin multiplicity is 7. As for the charge: +1. For the orbital gap (alpha / beta), the calculation gives 9.2 / 6.7 eV.

Cartesian coordinates (Å):
H 2.285 2.211 0.542
O 2.879 1.356 0.064
O 0.336 1.910 -0.244
C -0.787 1.409 0.352
C -1.095 -0.027 -0.036
O 0.148 -0.696 -0.213
C 0.050 -2.122 -0.254
Mn 1.621 0.424 -0.893
H -1.650 2.085 0.230
H -0.533 1.459 1.443
H -1.674 -0.069 -0.971
H -1.674 -0.513 0.761
H 1.064 -2.520 -0.351
H -0.403 -2.478 0.680
H -0.566 -2.427 -1.110


No. 2
Molecular formula: C3H8N
Method: DFT, the ωB97M-V functional and the def2-TZVPD basis

Its HOMO energy (alpha / beta) is -16.88 / -12.43 eV. The value obtained for the LUMO energy (alpha / beta) is -5.358 / -8.552 eV. As for the charge: +1. For the orbital gap (alpha / beta), the calculation gives 11.5 / 3.9 eV.

Cartesian coordinates (Å):
C -0.577 0.044 -1.311
C -1.369 -0.758 2.586
C 1.760 0.661 -1.941
N 0.398 0.267 -2.045
H -1.431 -0.674 -1.500
H -0.890 0.470 -0.332
H -1.159 -1.740 2.310
H -0.784 -0.204 3.171
H 2.067 1.427 -2.672
H 1.996 1.290 -0.955
H 2.464 -0.164 -2.105
H -2.319 -0.626 2.116


No. 3
Molecular formula: C3H8N
Method: DFT, the ωB97M-V functional and the def2-TZVPD basis

Its HOMO energy (alpha / beta) is -15.16 / -14.98 eV. The value obtained for the LUMO energy (alpha / beta) is -6.809 / -7.065 eV. As for the charge: +1. For the orbital gap (alpha / beta), the calculation gives 8.3 / 7.9 eV.

Cartesian coordinates (Å):
C 0.448 1.271 -0.838
C 0.945 -1.049 -0.453
C -1.557 0.027 1.281
N 0.357 0.176 -0.251
H -0.200 2.070 -0.711
H 1.338 1.535 -1.434
H 0.715 -1.573 0.454
H 2.055 -0.918 -0.596
H 0.536 -1.589 -1.367
H -2.486 0.460 0.953
H -0.662 0.639 1.446
H -1.488 -1.049 1.516


Maximum force readings, ordered: 5.1, 4.3, 4.7 eV/A
ΔE to the lowest compared entry with this formula, charge and spin readings, ordered: 0.0000, 5.7320, 3.9757 eV